[1]
An isolated molecule of C3H7NO2 at a distorted geometry. Source: OMol25; level of theory: ωB97M-V with the def2-TZVPD basis set.

## Properties
SMILES = O=CNCCO
ΔE to the lowest compared entry with this formula, charge and spin = 2.378 eV
HOMO energy = -9.68 eV
calculated total energy = -8808.1506 eV
multiplicity = 1
strongest force on any atom = 5.16 eV/Å

CARTESIAN COORDINATES (ANGSTROEM)
C (0.3067, 0.7534, 2.0095)
N (-0.5143, -0.1117, 1.1705)
C (0.1883, -0.7452, 0.0619)
C (0.0509, 0.1254, -1.2799)
O (-0.7957, -0.5536, -2.2268)
O (-0.0099, 1.4362, 2.9490)
H (1.4320, 0.7142, 1.6665)
H (-1.5148, -0.0948, 1.5753)
H (-0.4397, -1.6203, -0.1810)
H (1.2233, -0.8730, 0.1676)
H (0.9772, 0.3337, -1.8759)
H (-0.4629, 1.0029, -0.8721)
H (-0.4411, -0.3673, -3.1646)

Force components x, y, z for each atom (eV/Å):
C 0.76 -1.26 -1.69
N 1.33 3.03 3.96
C -3.75 0.59 -2.57
C -0.22 -0.53 -0.02
O 0.76 0.38 -1.87
O -0.54 -0.58 -0.56
H -1.71 -0.03 0.35
H 2.08 -0.78 -1.84
H 1.09 -0.22 0.09
H 1.18 -0.72 1.12
H -0.33 0.15 1.37
H 0.32 0.42 -0.76
H -0.97 -0.44 2.40

natural (NBO) atomic charge list, values in e, 8 entries:
1 C 0.548
2 N -0.685
3 C -0.252
4 C -0.078
5 O -0.738
6 O -0.579
7 H 0.084
8 H 0.435

---

[2]
A cluster of 3 separate species, C29H46FNO9 in total at a distorted geometry. Source: OMol25; level of theory: ωB97M-V with the def2-TZVPD basis set.

## Properties
SMILES = COCCCCCCCCCc1cc2c(cc1C[C@@H](C)F)C(=O)NC2=O.CCOC(=O)OC.CCOC(=O)OC
HOMO energy = -9.46 eV
calculated total energy = -53452.4877 eV
multiplicity = 1
strongest force on any atom = 3.88 eV/Å

CARTESIAN COORDINATES (ANGSTROEM)
C (-3.2833, -1.7697, -5.5131)
O (-1.9869, -1.3833, -4.9957)
C (-1.1300, -2.5240, -5.0083)
C (0.3509, -1.9873, -4.8954)
C (0.4880, -1.2125, -3.5123)
C (1.9336, -0.5138, -3.5199)
C (2.8806, -1.4329, -2.6035)
C (3.0636, -0.6793, -1.2201)
C (4.3384, -1.2811, -0.5046)
C (4.5662, -0.4709, 0.8291)
C (5.2931, 0.9080, 0.5683)
C (4.5389, 2.1717, 1.0805)
C (4.3846, 3.3027, 0.1276)
C (3.7312, 4.5011, 0.5848)
C (3.1593, 4.7219, 1.9243)
C (3.3368, 3.6083, 2.8371)
C (4.0037, 2.3516, 2.4340)
C (4.1406, 1.2574, 3.5354)
C (2.7291, 0.8591, 4.1541)
C (2.0890, -0.4088, 3.5051)
F (2.8932, 0.7089, 5.5671)
C (2.5135, 6.1182, 2.1011)
O (1.9834, 6.6417, 3.0330)
N (2.6568, 6.6911, 0.7661)
C (3.4324, 5.8522, -0.1269)
O (3.8032, 6.1450, -1.2304)
H (-3.1273, -2.1737, -6.5485)
H (-3.6870, -2.5633, -4.8303)
H (-3.9081, -0.8382, -5.4995)
H (-1.3193, -3.2215, -4.1408)
H (-1.2016, -3.1056, -5.9777)
H (1.1010, -2.8202, -4.8635)
H (0.6146, -1.2511, -5.6931)
H (-0.2666, -0.3939, -3.4044)
H (0.3702, -1.9340, -2.6624)
H (1.8665, 0.5258, -3.0940)
H (2.3711, -0.5142, -4.5481)
H (3.8828, -1.5625, -3.0860)
H (2.4437, -2.4589, -2.4583)
H (2.1356, -0.7359, -0.5890)
H (3.2562, 0.4060, -1.4670)
H (4.1779, -2.3735, -0.2714)
H (5.2193, -1.2289, -1.2019)
H (3.6434, -0.3560, 1.4512)
H (5.2673, -1.0990, 1.4598)
H (6.3639, 0.9306, 0.9209)
H (5.3626, 1.0217, -0.5542)
H (4.7675, 3.2360, -0.9123)
H (2.9580, 3.6991, 3.8790)
H (4.7534, 0.3718, 3.2461)
H (4.6901, 1.7450, 4.3949)
H (1.9829, 1.6955, 4.0389)
H (1.0738, -0.5662, 3.9700)
H (1.8830, -0.1596, 2.4251)
H (2.7012, -1.3350, 3.6209)
H (1.7124, 6.8362, 0.3937)
C (-3.3556, -5.5852, 3.6625)
C (-1.8587, -5.4991, 3.8842)
O (-1.3795, -4.1669, 3.6583)
C (-1.5888, -3.3041, 4.6585)
O (-2.1217, -3.5510, 5.7097)
O (-1.1212, -2.1075, 4.2796)
C (-1.3587, -1.0657, 5.2263)
H (-3.6203, -5.1954, 2.6773)
H (-3.6977, -6.6185, 3.7394)
H (-3.8974, -4.9885, 4.3980)
H (-1.3462, -6.1386, 3.1643)
H (-1.5790, -5.8466, 4.8808)
H (-0.9932, -1.3383, 6.2163)
H (-2.4232, -0.8298, 5.2623)
H (-0.8187, -0.1820, 4.8907)
C (-4.9816, 3.1247, -3.4035)
C (-5.0485, 1.6145, -3.5134)
O (-5.4555, 1.0261, -2.2712)
C (-6.7667, 1.0774, -2.0136)
O (-7.6126, 1.5540, -2.7269)
O (-6.9762, 0.5250, -0.8120)
C (-8.3326, 0.5916, -0.3725)
H (-4.3523, 3.4201, -2.5613)
H (-4.5779, 3.5603, -4.3189)
H (-5.9707, 3.5508, -3.2276)
H (-4.0544, 1.2220, -3.7335)
H (-5.7068, 1.2990, -4.3258)
H (-9.0120, 0.1837, -1.1210)
H (-8.5977, 1.6231, -0.1363)
H (-8.4160, -0.0062, 0.5336)

Force components x, y, z for each atom (eV/Å):
C 0.67 0.31 0.47
O -0.53 -1.14 -0.57
C 1.85 0.07 -0.46
C -0.91 0.40 1.70
C 0.89 0.91 -1.18
C -0.28 -1.92 1.05
C -0.33 1.52 0.11
C 1.14 -0.95 -0.98
C -1.30 0.62 0.71
C 1.68 -0.89 0.34
C -0.55 0.49 -0.53
C -0.76 2.07 -0.01
C -0.75 0.20 2.35
C -0.91 0.91 1.52
C 1.93 -3.36 -0.04
C 0.34 0.15 -1.26
C -0.12 0.92 -1.01
C -0.35 0.96 0.93
C 0.09 -0.10 -0.53
C -0.65 0.68 0.48
F -0.12 -0.24 -1.19
C 1.15 -1.65 -1.91
O 0.11 -0.32 -0.30
N -0.59 -0.57 0.17
C 0.51 -1.63 0.24
O -0.57 0.30 0.45
H -0.51 0.36 0.78
H -0.07 0.64 -0.74
H 0.43 -1.07 -0.12
H -0.09 0.62 -0.78
H -0.30 0.55 0.92
H -0.71 0.58 -0.30
H -0.43 -0.83 0.36
H 0.31 -0.96 -0.28
H 0.16 0.73 -0.63
H 0.24 -1.03 -0.58
H -0.61 0.32 0.72
H -0.72 0.16 0.47
H 0.37 0.98 -0.16
H 0.89 -0.04 -0.49
H -0.19 -1.03 0.41
H 0.06 1.08 -0.20
H -0.72 0.13 0.78
H 0.71 -0.08 -1.00
H -0.75 0.66 -0.45
H -1.14 -0.16 -0.08
H -0.02 0.02 1.13
H -0.31 0.07 0.91
H 0.38 -0.13 -0.84
H -0.69 0.71 0.04
H -0.50 -0.50 -0.85
H 0.93 -0.68 0.08
H 1.16 -0.04 -0.43
H 0.35 -0.40 1.02
H -0.40 0.81 -0.19
H 0.58 0.77 -0.08
C -0.18 0.26 0.07
C -0.31 -0.53 0.00
O 0.22 0.18 0.15
C -0.13 -0.07 -0.16
O 0.14 0.06 -0.13
O 0.04 -0.17 0.03
C -0.06 0.32 0.24
H 0.08 -0.13 -0.03
H 0.06 0.02 -0.02
H 0.08 -0.09 0.05
H 0.13 0.29 -0.05
H -0.04 0.23 0.01
H -0.13 -0.08 -0.06
H 0.05 -0.10 0.12
H -0.01 -0.16 -0.17
C -0.22 0.15 0.18
C 0.26 0.35 -0.44
O -0.20 -0.24 0.05
C 0.16 0.14 0.06
O 0.09 -0.14 0.10
O 0.06 0.00 -0.21
C -0.33 -0.05 0.21
H 0.10 -0.07 -0.11
H 0.02 -0.06 0.03
H 0.01 -0.07 -0.11
H -0.08 -0.16 0.28
H -0.14 0.02 0.20
H 0.08 0.15 -0.04
H -0.06 -0.05 -0.15
H 0.26 0.01 -0.07

Mulliken atomic charge list, values in e, 8 entries:
1 C -0.617
2 O -0.229
3 C -0.586
4 C -0.686
5 C -0.552
6 C -0.630
7 C -0.792
8 C -0.084

---

[3]
A structure of composition C20H25N6O5S4SiTi at a distorted geometry. Source: OMol25; level of theory: ωB97M-V with the def2-TZVPD basis set.

## Properties
total charge = -1
HOMO energy (alpha / beta) = -1.77 / -4.37 eV
calculated total energy = -114663.7273 eV
multiplicity = 3
strongest force on any atom = 2.93 eV/Å

CARTESIAN COORDINATES (ANGSTROEM)
Ti (1.3574, 0.0574, 0.5250)
O (3.3961, -2.2531, -1.2866)
C (2.0970, -2.5565, -1.7319)
C (1.3091, -1.3351, -2.1654)
C (0.4100, -1.4580, -3.2031)
C (-0.2561, -0.3372, -3.7043)
C (0.1397, 0.9044, -3.2061)
C (1.0427, 0.9577, -2.1745)
N (1.5463, -0.1438, -1.5319)
H (3.2705, -1.9582, -0.3622)
H (1.5333, -3.0783, -0.9405)
H (2.2090, -3.2276, -2.5946)
H (0.2244, -2.4368, -3.6253)
H (-1.0002, -0.4258, -4.4772)
H (-0.2610, 1.8214, -3.6152)
H (1.4064, 1.9174, -1.8181)
O (0.9433, -0.3124, 2.4526)
S (2.1705, -1.1917, 2.5076)
O (1.9473, -2.4029, 3.2433)
O (2.3902, -1.4589, 1.0157)
O (3.3208, -0.4208, 2.9426)
N (5.0641, -0.4322, 0.5276)
C (4.4327, 0.6107, -0.0636)
N (3.3011, 1.0935, 0.3438)
C (3.0633, 2.3739, -0.1081)
C (3.9896, 2.8359, -1.0118)
S (5.2381, 1.6425, -1.2569)
C (1.9837, 3.0149, 0.5812)
C (1.6302, 4.3397, 0.7073)
S (0.4141, 4.5196, 1.9484)
C (0.4453, 2.7626, 2.1729)
N (1.2760, 2.1603, 1.3898)
N (-0.4325, 2.1328, 2.9945)
H (4.5242, -0.7629, 1.3331)
H (5.4740, -1.1362, -0.0656)
H (4.0036, 3.7540, -1.5590)
H (2.0533, 5.1980, 0.2332)
H (-0.6907, 2.6169, 3.8397)
H (-0.2031, 1.1409, 3.0830)
C (-3.1269, -3.0797, 1.7791)
Si (-3.7766, -1.7395, 0.5972)
C (-5.4574, -1.1230, 1.2976)
C (-4.1302, -2.4336, -1.1532)
C (-2.7138, -0.2055, 0.3549)
C (-3.2562, 1.0605, 0.1772)
C (-2.4259, 2.1348, -0.1300)
C (-1.0664, 1.9311, -0.1834)
N (-0.4945, 0.7361, 0.0681)
C (-1.3170, -0.3297, 0.2526)
S (-0.4798, -1.8085, 0.2956)
H (-3.7640, -3.9589, 1.7767)
H (-3.0642, -2.7140, 2.7991)
H (-2.1297, -3.3759, 1.4775)
H (-6.0920, -1.9572, 1.5798)
H (-6.0030, -0.5370, 0.5641)
H (-5.3189, -0.5036, 2.1788)
H (-4.8034, -3.2856, -1.1376)
H (-3.2035, -2.7444, -1.6229)
H (-4.5782, -1.6696, -1.7835)
H (-4.3237, 1.2087, 0.2382)
H (-2.8336, 3.1158, -0.3262)
H (-0.4052, 2.7523, -0.4392)

Force components x, y, z for each atom (eV/Å):
Ti -0.33 1.75 -1.59
O 0.22 0.10 0.34
C -0.29 -0.10 0.01
C 0.22 -0.36 -0.74
C 0.26 0.08 0.17
C 0.02 0.16 0.12
C -0.09 -0.11 -0.07
C 0.30 0.32 -0.35
N -0.47 -0.22 -0.80
H 0.18 -0.18 -0.30
H 0.17 0.01 -0.19
H -0.20 0.13 0.18
H 0.07 -0.08 0.00
H -0.10 0.00 -0.16
H 0.02 0.10 -0.01
H -0.18 -0.11 -0.03
O 0.08 -0.19 1.10
S 0.53 -1.23 1.80
O -0.14 -0.09 -0.06
O 1.19 -1.71 0.72
O 0.39 0.17 0.31
N -0.36 -0.03 0.01
C 0.78 0.43 -0.30
N 0.39 0.27 0.16
C 2.02 0.09 -1.25
C -0.54 -0.74 0.57
S -0.63 0.03 0.51
C -1.11 1.95 0.68
C 0.08 -1.08 0.20
S 0.35 -0.76 -0.34
C -0.38 0.83 0.18
N 0.23 0.06 -0.08
N 0.32 -0.14 -0.08
H 0.18 -0.09 -0.08
H -0.01 0.00 -0.04
H -0.07 0.28 -0.11
H 0.20 0.23 -0.14
H -0.04 -0.10 -0.10
H -0.04 0.02 0.15
C -0.10 0.44 -0.45
Si -0.66 -0.26 -0.14
C 0.58 -0.17 -0.28
C 0.18 0.15 0.68
C -0.48 0.13 0.20
C 0.30 -0.46 0.00
C -0.06 0.20 -0.13
C 0.04 -0.34 0.01
N -2.71 1.08 -0.29
C 0.29 -0.13 -0.26
S -0.16 -0.34 -0.03
H -0.31 -0.11 -0.06
H 0.00 0.15 0.20
H 0.06 -0.07 0.02
H -0.09 -0.24 0.03
H -0.10 0.14 -0.18
H 0.08 0.11 0.19
H -0.14 -0.20 0.09
H 0.25 -0.06 -0.08
H -0.06 0.20 -0.03
H -0.19 0.04 0.05
H 0.02 0.07 -0.02
H 0.03 -0.05 0.10

natural (NBO) atomic charge list, values in e, 8 entries:
1 Ti 1.170
2 O -0.753
3 C -0.098
4 C 0.214
5 C -0.268
6 C -0.258
7 C -0.262
8 C -0.015

---

[4]
The ion C4H11N2O with charge +1 at a distorted geometry. Source: OMol25; level of theory: ωB97M-V with the def2-TZVPD basis set.

## Properties
total charge = +1
SMILES = CNC(=O)[C@@H](C)[NH3+]
ΔE to the lowest compared entry with this formula, charge and spin = 0.863 eV
HOMO energy = -14.23 eV
calculated total energy = -9347.9934 eV
multiplicity = 1
strongest force on any atom = 2.13 eV/Å

CARTESIAN COORDINATES (ANGSTROEM)
N (0.1172, 1.7538, -1.2269)
C (-0.2574, 0.6669, -0.2882)
C (-0.0504, 1.1186, 1.1484)
C (0.7411, -0.5048, -0.6636)
N (0.6194, -1.6192, 0.0554)
C (-0.6114, -2.1135, 0.6435)
O (1.5776, -0.3080, -1.5190)
H (-0.6768, 2.1525, -1.7023)
H (0.7311, 1.3553, -1.9567)
H (0.5655, 2.5095, -0.7110)
H (-1.2430, 0.3312, -0.5493)
H (0.8368, 1.7538, 1.2388)
H (0.1240, 0.3074, 1.8428)
H (-0.8993, 1.6976, 1.4414)
H (1.2706, -2.3286, -0.2592)
H (-0.3879, -2.7883, 1.4690)
H (-1.2240, -1.3511, 1.1247)
H (-1.2331, -2.6335, -0.0879)

Force components x, y, z for each atom (eV/Å):
N -0.40 0.43 -0.13
C 1.64 -1.35 -0.12
C 0.21 0.24 -0.25
C -0.83 0.86 0.43
N 0.12 -0.38 -0.23
C -0.53 -0.28 0.62
O 0.25 0.27 -0.34
H -0.54 0.24 -0.14
H 0.65 -0.20 0.23
H 0.35 0.01 -0.26
H -0.62 0.04 0.19
H 0.01 -0.06 -0.17
H -0.24 -0.23 -0.03
H -0.53 0.37 0.55
H 0.00 -0.07 0.16
H 0.19 -0.16 -0.23
H 0.20 0.29 -0.30
H 0.08 -0.02 0.02

natural (NBO) atomic charge list, values in e, 8 entries:
1 N -0.674
2 C -0.150
3 C -0.635
4 C 0.674
5 N -0.588
6 C -0.435
7 O -0.606
8 H 0.439

---

[5]
A cluster of 2 separate species, CH3ClN2O in total at a distorted geometry. Source: OMol25; level of theory: ωB97M-V with the def2-TZVPD basis set.

## Properties
ΔE to the lowest compared entry with this formula, charge and spin = 4.565 eV
HOMO energy = -9.47 eV
calculated total energy = -18630.2245 eV
multiplicity = 1
strongest force on any atom = 6.23 eV/Å

CARTESIAN COORDINATES (ANGSTROEM)
C (-0.7685, 0.4778, 0.3252)
N (-0.0606, -0.4017, -0.2789)
N (2.2220, -0.3300, -0.6250)
O (-0.4749, 1.5396, 0.8173)
Cl (3.3133, 0.4628, 0.3696)
H (-1.8333, 0.2687, 0.3237)
H (-0.1497, -1.3066, -0.8330)
H (1.8445, 0.4262, -1.1951)

Force components x, y, z for each atom (eV/Å):
C -1.50 1.52 0.45
N 4.59 -3.46 -2.41
N -2.03 0.17 0.26
O 0.96 0.80 0.57
Cl -0.62 -0.24 0.16
H -0.91 -0.88 -0.21
H -0.51 1.99 1.52
H 0.03 0.09 -0.34

Which charges does natural (NBO) predict for the atoms? In e, they are:
1 C 0.450
2 N -0.574
3 N -0.437
4 O -0.612
5 Cl 0.242
6 H 0.142
7 H 0.429
8 H 0.359